No. 1
This record from OMol25 describes a 14-piece molecular cluster, C68H164B2F8N8O20 overall at a distorted geometry. The level of theory is the ωB97M-V functional and the def2-TZVPD basis.

Calculated values
Charge: +2

The geometry in XYZ format:
```
270
C68H164B2F8N8O20 | OMol25 | the ωB97M-V functional and the def2-TZVPD basis
C 0.12791 4.08117 -8.11894
C 0.94669 2.83612 -8.19674
N 1.62747 2.56839 -6.88035
C 0.72394 2.75217 -5.69017
C 1.99244 1.05390 -6.84833
C 2.60219 0.46064 -8.09491
C 2.77036 3.46080 -6.75728
C 3.71259 3.19710 -5.58633
O 4.57412 2.11870 -5.90636
C 5.62108 2.01916 -4.94024
H -0.58236 4.07573 -8.95043
H 0.65678 5.02355 -8.19251
H -0.45401 4.05525 -7.21151
H 1.59463 2.90921 -9.05061
H 0.24511 2.06833 -8.38458
H 0.73095 3.79618 -5.51908
H 1.03412 2.18064 -4.83982
H -0.24693 2.34977 -5.94534
H 1.03491 0.56409 -6.70012
H 2.60707 0.83640 -5.94730
H 1.94593 0.65460 -8.98132
H 2.69074 -0.56216 -7.85229
H 3.57560 0.96133 -8.29284
H 2.32623 4.43592 -6.59666
H 3.50041 3.46907 -7.63826
H 3.29589 2.87940 -4.61890
H 4.27305 4.16354 -5.42308
H 5.89775 3.03996 -4.64292
H 6.44865 1.50944 -5.46969
H 5.27874 1.47057 -4.04930
C -2.81039 2.57037 -2.96770
C -3.44270 2.16435 -4.32214
N -4.73480 1.48656 -4.26591
C -5.79401 2.36801 -3.63365
C -5.32920 1.10250 -5.61488
C -5.54109 2.10648 -6.68252
C -4.67312 0.27621 -3.37535
C -3.89466 -0.89827 -3.93317
O -4.68341 -1.64311 -4.90791
C -3.85285 -2.72784 -5.42581
H -1.95437 3.14681 -3.17509
H -2.49947 1.72934 -2.35300
H -3.39978 3.18422 -2.29216
H -2.85184 1.47898 -4.92673
H -3.61970 2.97264 -5.00766
H -5.69430 2.43570 -2.57800
H -6.78497 1.98111 -3.83636
H -5.76391 3.28664 -4.13795
H -6.30949 0.59491 -5.32225
H -4.62992 0.36685 -6.07203
H -4.60923 2.45093 -7.22270
H -6.17162 2.96048 -6.34807
H -6.14576 1.62702 -7.44309
H -5.70532 -0.10863 -3.31084
H -4.47988 0.51588 -2.33732
H -3.69018 -1.63531 -3.12255
H -2.96126 -0.61951 -4.48010
H -3.14123 -3.15452 -4.65850
H -3.29601 -2.24231 -6.29407
H -4.55051 -3.49846 -5.77197
C -7.45645 -1.74201 -0.65911
C -6.79767 -1.98822 0.67497
N -6.22284 -3.33276 0.96935
C -7.40005 -4.23218 1.20719
C -5.50290 -3.85709 -0.17874
C -4.21574 -3.13270 -0.46825
C -5.37656 -3.32030 2.26178
C -5.90231 -2.44474 3.34910
O -7.14245 -2.87279 3.85930
C -7.18117 -3.38594 5.14067
H -6.78913 -1.76707 -1.50499
H -7.88702 -0.74293 -0.48773
H -8.27486 -2.46586 -0.89592
H -7.55304 -1.86396 1.43449
H -5.97519 -1.21999 0.84308
H -8.02725 -4.05526 0.33326
H -7.91354 -4.05292 2.14064
H -7.07035 -5.27541 1.12679
H -6.28207 -3.83029 -0.92419
H -5.30031 -4.91791 0.14542
H -3.37098 -3.24388 0.21100
H -4.35572 -2.01096 -0.48265
H -3.98409 -3.52031 -1.44818
H -4.38334 -2.92313 1.96805
H -5.29316 -4.38455 2.58689
H -6.11017 -1.41552 3.07341
H -5.09815 -2.30445 4.07599
H -8.10552 -3.94673 5.21935
H -7.25782 -2.60294 5.85442
H -6.30146 -3.99777 5.48787
C -0.53235 6.88443 1.55633
C -1.46583 5.85260 2.14127
N -2.64983 5.37031 1.32232
C -3.70436 4.76472 2.28464
C -3.28611 6.58017 0.70621
C -4.72179 6.43650 0.13184
C -2.35220 4.31125 0.31757
C -1.19393 4.49212 -0.61841
O -1.50718 5.54396 -1.53336
C -0.37281 5.76836 -2.36081
H 0.18342 7.17621 2.35979
H -1.01592 7.76468 1.21315
H 0.12851 6.46708 0.82477
H -1.91426 6.19420 3.05287
H -0.87439 4.98326 2.48324
H -4.21308 5.61183 2.74431
H -3.24010 4.08795 3.02897
H -4.50415 4.30207 1.73383
H -2.67506 6.77450 -0.17759
H -3.28663 7.45570 1.35963
H -4.92939 7.42427 -0.40314
H -5.49406 6.30864 0.87566
H -4.82743 5.52322 -0.52002
H -3.24505 4.20849 -0.31277
H -2.06401 3.33258 0.78970
H -1.00683 3.60585 -1.20767
H -0.24785 4.68007 -0.09837
H -0.73025 6.62049 -2.95124
H 0.00763 4.87510 -2.86436
H 0.47532 6.13753 -1.78918
C 3.15421 2.44025 3.81149
C 3.94883 1.65591 2.80099
N 5.46844 1.82648 2.92789
C 5.90927 1.34191 4.23809
C 6.24207 1.19823 1.89300
C 6.11359 -0.32193 1.71560
C 5.77817 3.33654 2.90924
C 5.38988 4.11081 1.67426
O 6.54961 4.81612 1.27826
C 6.25620 5.87841 0.36294
H 3.25796 2.12584 4.86272
H 2.14524 2.34675 3.44882
H 3.38844 3.51679 3.75689
H 3.74335 2.09658 1.80821
H 3.66471 0.56072 2.77691
H 7.00135 1.23865 4.21741
H 5.48674 0.36267 4.46801
H 5.68729 2.00447 5.08131
H 7.32195 1.42832 2.08174
H 6.04406 1.67000 0.94887
H 6.81954 -0.59428 0.86498
H 5.13095 -0.64047 1.44699
H 6.41697 -0.84477 2.60545
H 6.86022 3.27005 3.02588
H 5.37420 3.74628 3.84407
H 4.55348 4.89823 2.01250
H 4.96946 3.55930 0.80212
H 5.99581 5.49839 -0.61258
H 7.05089 6.66130 0.54651
H 5.43723 6.40647 0.76802
C 5.53582 -2.42122 -0.86760
C 4.33221 -3.26430 -0.90532
N 4.53521 -4.74265 -0.74513
C 3.31722 -5.38411 -1.12418
C 5.66594 -5.17686 -1.61262
C 5.70482 -6.68513 -1.78505
C 4.90369 -5.08326 0.66717
C 3.69420 -5.21181 1.59279
O 3.07509 -6.45199 1.53587
C 2.79630 -7.03732 2.78651
H 6.22497 -2.42718 -1.71135
H 6.14983 -2.61511 0.02913
H 5.22740 -1.34464 -0.88262
H 3.76028 -3.20401 -1.83741
H 3.69209 -2.97337 -0.08217
H 2.53565 -4.73612 -0.73418
H 3.23174 -6.37024 -0.74790
H 3.18740 -5.32828 -2.19123
H 6.52129 -4.81364 -1.07617
H 5.49411 -4.76708 -2.61686
H 6.65233 -6.97847 -2.12649
H 4.93053 -6.94339 -2.49197
H 5.53546 -7.24797 -0.84765
H 5.41148 -4.26662 1.15517
H 5.58472 -5.97327 0.78329
H 2.99850 -4.37316 1.39812
H 4.07557 -5.08883 2.61313
H 2.32841 -7.99624 2.56441
H 2.05730 -6.45934 3.41911
H 3.83252 -7.16654 3.17841
C 0.42794 -2.60468 -0.87468
C 0.93118 -1.80126 0.32382
N 0.14246 -0.54962 0.56926
C -1.32720 -0.68149 0.36375
C 0.53145 -0.08541 1.94802
C -0.12311 1.24096 2.26174
C 0.61731 0.59142 -0.36105
C 0.88349 0.25948 -1.75079
O -0.34053 0.00478 -2.49829
C -0.04112 -0.17941 -3.88303
H -0.21408 -3.37746 -0.53908
H 1.22367 -3.04151 -1.45672
H -0.17571 -2.00951 -1.61017
H 1.92702 -1.45455 0.22820
H 0.67383 -2.34769 1.20733
H -1.77342 -1.53829 0.93632
H -1.49685 -0.75074 -0.68490
H -1.77314 0.29767 0.65414
H 1.60866 -0.13015 2.15574
H 0.03281 -0.81611 2.66165
H 0.40593 1.59635 3.17875
H -1.15757 1.11910 2.53955
H 0.07345 2.08417 1.54795
H 1.60386 0.80051 0.02858
H -0.05516 1.47359 -0.22283
H 1.60384 -0.49783 -1.90344
H 1.28413 1.16892 -2.16573
H 0.96482 0.16878 -4.02333
H -0.60173 0.54780 -4.44732
H -0.16430 -1.19205 -4.33926
C 2.63113 -3.69423 7.89230
C 1.22902 -3.65393 7.33280
N 0.54070 -2.30370 7.35081
C 0.82441 -1.54999 8.61565
C 0.99094 -1.48770 6.16794
C 0.42188 -0.01685 6.10524
C -0.98516 -2.56182 7.19370
C -1.63635 -3.01820 8.45942
O -0.93298 -4.02541 9.13797
C -1.51158 -4.35217 10.38634
H 2.73119 -3.45366 8.93888
H 3.40051 -3.17372 7.29739
H 2.84588 -4.79301 7.87938
H 0.61298 -4.39166 7.81518
H 1.29731 -3.87597 6.26105
H 0.28407 -0.58572 8.64814
H 1.94671 -1.46960 8.67626
H 0.54117 -2.19641 9.45411
H 0.78845 -2.08435 5.26319
H 2.06253 -1.42358 6.15491
H 0.82308 0.49249 7.00387
H -0.65137 0.02469 5.99821
H 0.88180 0.47278 5.24136
H -1.11346 -3.39372 6.55007
H -1.45450 -1.67758 6.83620
H -2.62628 -3.44165 8.21500
H -1.77359 -2.18211 9.15704
H -2.41216 -5.01725 10.26275
H -1.78179 -3.47825 10.95144
H -0.75593 -4.89239 10.96398
O -3.66943 1.76118 2.01707
C -4.06415 1.03048 0.84061
O -4.33120 -0.15075 1.07591
O -3.98354 1.68793 -0.23529
H -3.62428 1.09803 2.70159
O -0.87980 0.43004 -8.01701
C -2.00436 0.76171 -7.27114
O -2.86870 -0.17883 -7.20497
O -2.10976 1.94417 -6.86425
H -1.19539 -0.41804 -8.33983
O -1.55379 -3.35716 2.69643
C -2.13302 -2.93298 3.98835
O -2.01611 -1.70850 4.22461
O -2.64476 -3.93779 4.51458
H -1.44200 -4.31567 2.65622
O 3.17809 -3.17117 3.82703
C 3.66610 -1.92651 3.39014
O 4.03202 -1.12085 4.24408
O 3.58130 -1.78387 2.13970
H 3.42419 -3.13588 4.74971
B 3.30055 -2.07947 -3.88711
F 4.33503 -2.96442 -4.03941
F 3.08512 -1.31111 -4.99005
F 2.05327 -2.80090 -3.64404
F 3.53574 -1.12710 -2.78952
B 2.71223 3.63840 -0.67845
F 2.98455 2.46788 -0.02810
F 1.94749 3.26642 -1.80262
F 1.99849 4.46018 0.16916
F 3.87752 4.32704 -1.05878
```

Results of the Mulliken charge analysis, in e, for atoms 1 through 6: C -1.46; C -0.32; N 1.45; C -0.41; C -0.08; C -1.87



No. 2
This record from OMol25 describes a 5-piece molecular cluster, C68H51BrFO12P overall at a distorted geometry. The level of theory is the ωB97M-V functional and the def2-TZVPD basis.

Calculated values
SMILES: C=CC[C@@]1([C@@H](Br)CC)[C@H](F)C(=O)O[C@]1(OCC)[PH2]=O.O=C1c2ccccc2C(=O)c2ccccc21.O=C1c2ccccc2C(=O)c2ccccc21.O=C1c2ccccc2C(=O)c2ccccc21.O=C1c2ccccc2C(=O)c2ccccc21

The geometry in XYZ format:
```
134
C68H51BrFO12P | OMol25 | the ωB97M-V functional and the def2-TZVPD basis
C -3.34483 1.60496 0.22305
C -4.30606 1.52757 -0.69957
C -4.00492 1.36447 -2.17200
C -5.19235 0.90500 -3.04344
C -6.44085 1.79650 -2.86746
Br -5.97301 3.69215 -2.67515
C -7.50955 1.71755 -3.97123
C -8.93720 1.96012 -3.43795
C -4.64392 0.90674 -4.48905
F -4.82809 2.05641 -5.19369
C -5.25031 -0.30408 -5.17887
O -5.17821 -0.63818 -6.31209
O -5.93100 -1.02416 -4.23787
C -5.49454 -0.63881 -2.91641
O -4.35827 -1.38879 -2.66489
C -4.13096 -1.77632 -1.29039
C -4.63409 -3.19018 -0.98760
P -7.01708 -1.09833 -1.94196
O -7.04251 -0.65855 -0.52886
H -2.41744 2.13660 0.02835
H -3.47749 1.12261 1.18457
H -5.34320 1.62512 -0.39013
H -3.22618 0.60679 -2.23672
H -3.59620 2.26877 -2.63106
H -6.90546 1.57023 -1.90887
H -7.47490 0.75830 -4.48586
H -7.27628 2.47092 -4.71918
H -8.92811 2.13977 -2.36197
H -9.39544 2.81312 -3.93170
H -9.57063 1.09047 -3.61273
H -3.56755 0.71689 -4.44227
H -3.05175 -1.74807 -1.16268
H -4.53810 -1.03577 -0.60481
H -5.50471 -3.15952 -0.33088
H -4.95598 -3.66543 -1.91427
H -3.86295 -3.79021 -0.51053
H -7.08009 -2.48862 -2.11949
H -8.03547 -0.55169 -2.73313
C 4.93091 3.91221 -0.25375
C 3.75521 4.63238 -0.07258
C 2.52811 4.00919 -0.22302
C 2.47175 2.66314 -0.56369
C 3.65257 1.94435 -0.76388
C 4.88095 2.57249 -0.59988
C 3.62136 0.50781 -1.15949
O 4.64487 -0.12277 -1.31727
C 2.28724 -0.13110 -1.35364
C 2.22793 -1.45457 -1.77242
C 0.99961 -2.06762 -1.94853
C -0.17450 -1.36518 -1.69650
C -0.12266 -0.04531 -1.27970
C 1.10878 0.57737 -1.11731
C 1.13965 2.00881 -0.69890
O 0.11391 2.61746 -0.47622
H 5.88871 4.39924 -0.12612
H 3.79804 5.68141 0.18919
H 1.60552 4.55462 -0.07917
H 5.79195 2.00742 -0.74232
H 3.14898 -1.98897 -1.96057
H 0.95393 -3.09590 -2.28233
H -1.12867 -1.85294 -1.83487
H -1.02750 0.51463 -1.08045
C 3.94241 1.42319 3.15937
C 4.93871 0.59305 2.65667
C 6.23108 0.67937 3.14504
C 6.53533 1.60365 4.13688
C 5.53965 2.44991 4.62864
C 4.24122 2.35041 4.14263
C 5.84604 3.47617 5.66358
O 4.97721 4.20145 6.10394
C 7.25052 3.57913 6.14816
C 7.57093 4.55584 7.08329
C 8.86610 4.65693 7.56082
C 9.84585 3.77901 7.11116
C 9.53340 2.80676 6.17641
C 8.23757 2.70672 5.68695
C 7.92971 1.66619 4.66422
O 8.78203 0.89884 4.27241
H 2.93189 1.34950 2.77734
H 4.70521 -0.12112 1.87674
H 7.01423 0.03859 2.76368
H 3.47847 3.00593 4.54017
H 6.79829 5.22995 7.42765
H 9.11460 5.41952 8.28715
H 10.85616 3.85572 7.49101
H 10.28542 2.11815 5.81658
C 5.78144 -2.57652 12.38258
C 6.89147 -2.25333 11.60944
C 6.87365 -1.12757 10.80408
C 5.74109 -0.32351 10.76126
C 4.62036 -0.65772 11.52359
C 4.64867 -1.78190 12.33985
C 3.37492 0.16367 11.46874
O 2.40556 -0.12536 12.13715
C 3.36417 1.34429 10.55959
C 2.20374 2.10060 10.44592
C 2.17762 3.20664 9.61174
C 3.31301 3.56771 8.89446
C 4.47088 2.81794 9.00567
C 4.49925 1.70048 9.82836
C 5.75034 0.89336 9.89863
O 6.73991 1.21061 9.27268
H 5.80062 -3.45320 13.01671
H 7.77206 -2.88169 11.63755
H 7.73063 -0.86031 10.20107
H 3.77647 -2.02302 12.93183
H 1.32942 1.80945 11.01184
H 1.27051 3.78944 9.51852
H 3.29842 4.43121 8.24270
H 5.35671 3.09090 8.45019
C -5.71665 -3.32205 -7.56230
C -6.93613 -3.13411 -8.20306
C -7.11361 -3.56493 -9.50631
C -6.06677 -4.18037 -10.18256
C -4.83590 -4.35341 -9.54644
C -4.66951 -3.92990 -8.23332
C -3.68234 -4.97444 -10.25696
O -2.61438 -5.13408 -9.70509
C -3.88369 -5.38988 -11.67603
C -2.81197 -5.92644 -12.37924
C -2.97954 -6.32939 -13.69288
C -4.22037 -6.20498 -14.30871
C -5.29046 -5.66772 -13.61409
C -5.12505 -5.25193 -12.29853
C -6.28611 -4.65050 -11.57892
O -7.36818 -4.54678 -12.11644
H -5.58495 -2.99276 -6.54342
H -7.74964 -2.64697 -7.68117
H -8.05848 -3.42884 -10.01441
H -3.71254 -4.07740 -7.75183
H -1.85426 -6.02027 -11.88600
H -2.14279 -6.74312 -14.24039
H -4.35022 -6.52589 -15.33401
H -6.26033 -5.56133 -14.08029
```

Results of the Mulliken charge analysis, in e, for atoms 1 through 6: C -0.93; C -0.24; C -2.45; C 2.44; C -1.14; Br -0.05



| no. | gap between HOMO and LUMO (eV) |
| --- | --- |
| 1 | 8.7 |
| 2 | 7.8 |